The following is a DFT calculation (ωB97M-V/def2-TZVPD) of 3 unconnected molecules or ions with the total composition CH10N3O2 at a distorted geometry.

HOMO-LUMO gap ... 0.41510 Ha
E_HOMO ... -14.76 eV
ΔE to the lowest compared entry with this formula, charge and spin ... 32.71 kcal per mole

Structure (ORCA input):
```
! wB97M-V def2-TZVPD RIJCOSX def2/J DEFGRID3
* xyz 1 1
O 1.411 1.376 0.468
O 3.209 0.175 -1.285
N -0.478 -1.261 0.451
N -2.806 -0.927 0.211
N -1.386 0.843 0.423
C -1.540 -0.450 0.437
H -3.182 -1.624 0.826
H -3.453 -0.510 -0.429
H 0.373 -0.971 -0.003
H -0.592 1.422 0.695
H 3.488 0.832 -1.931
H 1.621 1.123 -0.446
H 2.249 1.345 0.924
H -2.221 1.363 0.256
H 3.650 -0.635 -1.578
H -0.343 -2.101 0.981
*
```



The following is a DFT calculation (ωB97M-V/def2-TZVPD) of 3 unconnected molecules or ions with the total composition CH10NO2 at a distorted geometry.

HOMO-LUMO gap ... 0.48288 Ha
E_HOMO ... -16.29 eV
ΔE to the lowest compared entry with this formula, charge and spin ... 4.01 kcal per mole

Structure (ORCA input):
```
! wB97M-V def2-TZVPD RIJCOSX def2/J DEFGRID3
* xyz 1 1
O -2.446 0.862 -0.035
O 2.305 1.014 -0.009
N -0.013 -0.497 0.470
C 0.165 -1.675 -0.440
H 2.364 1.966 -0.218
H 0.038 -0.831 1.483
H 0.235 -1.253 -1.439
H -3.322 0.592 0.141
H -0.864 0.015 0.261
H 0.822 0.110 0.399
H -0.755 -2.304 -0.408
H 1.046 -2.219 -0.111
H -2.522 1.738 -0.448
H 3.195 0.700 0.049
*
```



The following is a DFT calculation (ωB97M-V/def2-TZVPD) of 4 unconnected molecules or ions with the total composition CH10NO3 at a distorted geometry.

HOMO-LUMO gap (alpha / beta) ... 0.45357 / 0.16821 Ha
E_HOMO (alpha / beta) ... -20.35 / -20.11 eV
ΔE to the lowest compared entry with this formula, charge and spin ... 25.33 kcal per mole

Structure (ORCA input):
```
! wB97M-V def2-TZVPD RIJCOSX def2/J DEFGRID3
* xyz 2 2
O 0.221 -0.074 -0.650
O 0.354 2.003 2.791
O 2.343 0.227 1.292
N -1.206 -1.445 -2.372
C -2.435 -1.258 -2.008
H 0.373 0.052 0.304
H 3.119 -0.104 1.816
H 1.961 0.871 1.946
H 0.685 2.900 2.577
H -0.986 -2.438 -2.479
H -3.146 -2.069 -2.152
H 0.105 2.054 3.740
H -0.494 -0.806 -1.902
H -2.565 -0.554 -1.183
H 1.115 0.284 -0.839
*
```



The following is a DFT calculation (ωB97M-V/def2-TZVPD) of 4 unconnected molecules or ions with the total composition CH10NO4 at a distorted geometry.

HOMO-LUMO gap ... 0.30854 Ha
E_HOMO ... -4.27 eV
ΔE to the lowest compared entry with this formula, charge and spin ... 7.55 kcal per mole

Structure (ORCA input):
```
! wB97M-V def2-TZVPD RIJCOSX def2/J DEFGRID3
* xyz -1 1
O 1.210 -0.367 2.327
O 0.655 1.462 -2.058
O -0.066 0.007 -0.031
O 1.427 -2.413 -0.356
N -2.302 0.746 -0.391
C -1.143 0.637 0.504
H 0.049 2.151 -1.751
H 0.928 -0.204 1.385
H 0.364 -0.444 2.778
H -0.913 1.634 0.938
H 1.403 -1.915 -1.178
H -2.867 -0.075 -0.270
H -1.929 0.714 -1.326
H 1.129 -1.759 0.289
H 0.638 0.879 -1.244
H -1.494 0.102 1.418
*
```



The following is a DFT calculation (ωB97M-V/def2-TZVPD) of 4 unconnected molecules or ions with the total composition CH10NO4 at a distorted geometry.

HOMO-LUMO gap ... 0.30911 Ha
E_HOMO ... -4.35 eV
ΔE to the lowest compared entry with this formula, charge and spin ... 22.58 kcal per mole

Structure (ORCA input):
```
! wB97M-V def2-TZVPD RIJCOSX def2/J DEFGRID3
* xyz -1 1
O 1.713 0.820 -1.334
O 0.054 0.056 0.363
O -0.764 2.898 -1.115
O 1.537 -1.160 2.062
N -1.104 -1.962 0.529
C -1.126 -0.560 -0.022
H -1.414 -0.567 -1.160
H -0.702 3.390 -0.201
H 1.017 0.490 -0.737
H -1.993 -0.051 0.383
H -1.039 -1.818 1.510
H -0.366 2.033 -0.865
H 1.568 0.576 -2.246
H -0.408 -2.512 0.014
H 0.893 -0.521 1.511
H 2.134 -1.113 1.308
*
```



The following is a DFT calculation (ωB97M-V/def2-TZVPD) of 4 unconnected molecules or ions with the total composition CH10NO4 at a distorted geometry.

HOMO-LUMO gap (alpha / beta) ... 0.43268 / 0.28572 Ha
E_HOMO (alpha / beta) ... -11.34 / -11.24 eV
ΔE to the lowest compared entry with this formula, charge and spin ... 4.95 kcal per mole

Structure (ORCA input):
```
! wB97M-V def2-TZVPD RIJCOSX def2/J DEFGRID3
* xyz 0 2
O -0.480 0.951 0.665
O -0.478 1.055 -2.020
O -1.803 -1.433 1.078
O 0.450 -1.805 -1.728
N 1.801 0.436 1.152
C 0.638 1.291 1.322
H 0.143 -0.884 -1.706
H -1.154 0.364 -2.046
H 1.086 -1.828 -1.000
H 1.393 -0.485 0.968
H 0.864 2.345 1.047
H -1.230 -2.084 0.661
H 2.233 0.618 0.243
H -1.360 -0.579 0.972
H 0.467 1.416 2.412
H -0.403 1.178 -1.069
*
```



The following is a DFT calculation (ωB97M-V/def2-TZVPD) of 5 unconnected molecules or ions with the total composition CH10O3S at a distorted geometry.

HOMO-LUMO gap ... 0.14602 Ha
E_HOMO ... -9.31 eV
ΔE to the lowest compared entry with this formula, charge and spin ... 185.81 kcal per mole

Structure (ORCA input):
```
! wB97M-V def2-TZVPD RIJCOSX def2/J DEFGRID3
* xyz 0 1
S -0.901 0.772 1.826
O -0.351 -0.937 -1.348
O 1.529 -1.354 1.604
O -0.176 1.303 -2.423
C -0.475 1.651 0.384
H 0.245 1.195 -0.209
H 2.102 -1.150 2.396
H 1.011 -0.510 1.617
H 0.502 -1.176 -1.688
H -0.517 0.007 -1.671
H -0.259 2.647 0.616
H -0.558 -2.782 1.348
H -0.408 -3.278 0.894
H -1.260 1.763 -0.224
H -0.485 1.848 -3.123
*
```



The following is a DFT calculation (ωB97M-V/def2-TZVPD) of 4 unconnected molecules or ions with the total composition CH10O3S at a distorted geometry.

HOMO-LUMO gap ... 0.33476 Ha
E_HOMO ... -8.97 eV
ΔE to the lowest compared entry with this formula, charge and spin ... 19.06 kcal per mole
SMILES ... CS.O.O.O

Structure (ORCA input):
```
! wB97M-V def2-TZVPD RIJCOSX def2/J DEFGRID3
* xyz 0 1
S 1.746 -1.106 -3.024
O 0.065 2.638 -0.374
O -0.568 -1.274 2.823
O -3.118 -0.485 0.753
C 1.910 -0.352 -1.387
H -0.319 -2.065 2.325
H -2.228 -0.770 0.996
H 0.156 -0.722 3.133
H -3.311 0.037 1.547
H -0.746 3.122 -0.608
H 0.501 -0.692 -3.395
H 1.400 0.584 -1.562
H -0.087 2.117 0.421
H 2.953 -0.128 -1.160
H 1.648 -0.904 -0.488
*
```



The following is a DFT calculation (ωB97M-V/def2-TZVPD) of 4 unconnected molecules or ions with the total composition CH10O3S2 at a distorted geometry.

HOMO-LUMO gap ... 0.25858 Ha
E_HOMO ... -8.28 eV
ΔE to the lowest compared entry with this formula, charge and spin ... 81.21 kcal per mole
SMILES ... CSS.O.O.O

Structure (ORCA input):
```
! wB97M-V def2-TZVPD RIJCOSX def2/J DEFGRID3
* xyz 0 1
S 1.128 2.215 -2.740
S -0.676 2.918 -1.858
O -0.717 -3.296 0.682
O 2.539 -1.187 1.023
O 0.425 -1.666 2.733
C -2.447 2.405 -1.380
H -2.717 1.553 -0.782
H -0.017 -0.868 3.132
H 2.756 -1.971 0.562
H -3.153 3.141 -1.367
H -2.658 1.834 -2.257
H 1.717 3.273 -3.376
H 3.207 -0.633 0.810
H 1.250 -1.320 2.283
H -0.545 -2.527 1.253
H -0.091 -3.873 1.280
*
```



The following is a DFT calculation (ωB97M-V/def2-TZVPD) of a single CH10Si4 molecule at a distorted geometry.

HOMO-LUMO gap ... 0.24182 Ha
E_HOMO ... -7.39 eV

Structure (ORCA input):
```
! wB97M-V def2-TZVPD RIJCOSX def2/J DEFGRID3
* xyz 0 1
Si 1.937 1.479 -0.096
Si -0.445 -1.535 0.143
Si -1.418 1.410 0.288
Si 1.733 -0.793 0.160
C -1.742 -0.266 -0.561
H -2.382 1.450 1.326
H 2.160 2.088 1.347
H -2.783 -0.672 -0.188
H 2.333 -1.641 1.286
H -0.827 -2.759 -0.576
H 2.237 2.549 -1.175
H 2.526 -1.233 -1.156
H -1.508 2.661 -0.445
H -0.781 -1.703 1.581
H -1.565 -0.371 -1.645
*
```



The following is a DFT calculation (ωB97M-V/def2-TZVPD) of 4 unconnected molecules or ions with the total composition CH11NO4 at a distorted geometry.

HOMO-LUMO gap ... 0.38446 Ha
E_HOMO ... -9.89 eV
ΔE to the lowest compared entry with this formula, charge and spin ... 31.08 kcal per mole
SMILES ... NCO.O.O.O

Structure (ORCA input):
```
! wB97M-V def2-TZVPD RIJCOSX def2/J DEFGRID3
* xyz 0 1
O 0.308 -2.330 0.914
O -1.197 0.451 0.858
O -2.263 -4.487 0.498
O -0.084 1.439 -1.097
N 1.701 3.086 -0.568
C 1.306 1.837 -1.144
H -0.159 0.535 -1.428
H 1.618 1.568 -2.149
H -1.924 0.725 1.412
H 0.589 -1.983 1.801
H 0.895 3.575 -0.196
H -1.302 -4.485 0.436
H -0.639 1.146 0.412
H -0.393 -1.673 0.728
H 2.113 3.682 -1.284
H 1.829 1.044 -0.571
H -2.400 -4.128 1.378
*
```



The following is a DFT calculation (ωB97M-V/def2-TZVPD) of 5 unconnected molecules or ions with the total composition CH11NO4 at a distorted geometry.

HOMO-LUMO gap ... 0.40207 Ha
E_HOMO ... -10.35 eV
ΔE to the lowest compared entry with this formula, charge and spin ... 32.98 kcal per mole
SMILES ... C=N.O.O.O.O

Structure (ORCA input):
```
! wB97M-V def2-TZVPD RIJCOSX def2/J DEFGRID3
* xyz 0 1
O 0.062 -1.522 0.591
O -1.489 1.278 -1.260
O -1.000 0.477 2.616
O -1.391 -1.472 -1.608
N 1.953 0.551 0.411
C 1.948 0.710 -0.882
H -0.771 -1.829 -2.250
H -2.221 1.487 -0.674
H 2.832 0.116 0.669
H 0.977 0.776 -1.370
H 0.781 -1.007 0.181
H -1.071 -1.794 -0.730
H 2.954 0.871 -1.236
H -1.331 0.841 3.442
H -0.230 -0.961 1.320
H -0.518 1.172 2.152
H -1.481 0.306 -1.372
*
```



The following is a DFT calculation (ωB97M-V/def2-TZVPD) of 5 unconnected molecules or ions with the total composition CH11NO5 at a distorted geometry.

HOMO-LUMO gap ... 0.39710 Ha
E_HOMO ... -10.32 eV
ΔE to the lowest compared entry with this formula, charge and spin ... 47.74 kcal per mole
SMILES ... NC=O.O.O.O.O

Structure (ORCA input):
```
! wB97M-V def2-TZVPD RIJCOSX def2/J DEFGRID3
* xyz 0 1
O 3.126 3.481 0.784
O -0.986 2.509 -4.791
O -2.316 -0.316 3.220
O -1.156 -5.290 0.193
O 1.373 1.515 1.913
N -0.713 -3.192 -0.710
C -0.485 -4.289 0.110
H 2.260 3.341 1.136
H -1.477 -3.288 -1.347
H 1.825 2.128 2.408
H -2.854 -0.467 2.426
H -1.857 2.546 -5.344
H 3.040 4.239 0.212
H -1.450 -0.407 2.950
H 0.445 -4.017 0.665
H 2.225 1.015 1.723
H 0.200 -2.931 -1.173
H -1.199 3.421 -4.376
*
```



The following is a DFT calculation (ωB97M-V/def2-TZVPD) of 5 unconnected molecules or ions with the total composition CH11O4S at a distorted geometry.

HOMO-LUMO gap ... 0.22255 Ha
E_HOMO ... -3.15 eV
ΔE to the lowest compared entry with this formula, charge and spin ... 21.44 kcal per mole

Structure (ORCA input):
```
! wB97M-V def2-TZVPD RIJCOSX def2/J DEFGRID3
* xyz -1 1
S 0.009 1.461 0.669
O 0.408 -5.114 -3.289
O -2.189 2.315 -1.802
O 1.038 0.734 3.564
O 3.496 1.085 -0.897
C -1.410 0.428 1.184
H 0.955 0.873 2.598
H -2.849 2.130 -1.154
H -0.166 -4.407 -3.597
H -0.043 -5.307 -2.452
H 2.855 0.710 -0.253
H -2.009 1.018 1.882
H -1.998 0.015 0.363
H 3.264 2.023 -0.867
H -1.463 2.685 -1.318
H 1.225 -0.211 3.569
H -1.121 -0.435 1.800
*
```